ORCA calculation (ωB97M-V/def2-TZVPD) on a structure of composition C42H33N8O2PRu in a non-equilibrium geometry.

Last column: Löwdin spin population.
Cartesian coordinates (Å):
Ru 0.033 0.179 0.001  0.86
P -1.029 1.271 2.017  -0.01
O 2.239 -4.204 5.104  0.00
O 5.838 0.836 3.917  0.00
N 2.505 0.973 -4.687  0.00
N 0.421 -1.418 1.352  0.01
N -1.174 -0.965 -1.040  0.02
N -4.312 -2.768 -3.685  0.02
N 1.637 -0.416 -1.464  0.01
N -1.295 -5.193 -1.254  0.02
N 2.358 -1.218 -4.008  0.00
N 1.706 0.874 1.043  0.00
C -1.033 4.219 4.834  0.00
C 1.360 -1.210 2.180  0.01
C 3.628 2.249 1.346  0.00
C -0.138 3.878 2.229  0.00
C -1.194 2.991 4.213  0.00
C 2.091 -2.098 -3.053  0.00
C -1.190 1.998 -2.125  0.01
C 2.385 1.994 0.794  0.00
C -0.982 -0.066 3.228  0.00
C -0.198 -2.514 4.759  0.00
C -2.496 1.841 -0.125  0.00
C 1.711 -1.716 -1.778  0.00
C -4.965 2.113 1.203  0.00
C 0.022 5.104 2.860  0.00
C 4.208 1.293 2.162  0.00
C -0.579 -3.339 2.760  0.00
C -1.250 1.640 -0.800  0.00
C 2.226 -0.032 1.896  0.00
C 0.654 -3.233 3.674  0.00
C -2.307 -2.975 -2.084  0.03
C -0.743 2.820 2.905  0.00
C -0.744 -2.176 1.775  0.00
C -1.598 -1.373 2.843  0.00
C -3.503 2.687 -2.179  0.00
C -0.421 5.271 4.164  0.00
C 2.271 0.074 -3.701  0.00
C 0.018 -0.009 4.118  0.00
C -2.630 1.557 1.256  0.00
C 5.627 1.438 2.660  0.00
C 0.674 -1.248 4.641  0.00
C -3.819 1.712 1.918  0.00
C 3.470 0.152 2.458  0.00
C -1.430 -2.567 3.819  0.00
C -3.417 -2.866 -2.965  0.00
C -1.765 -4.222 -1.666  0.00
C -1.696 -1.856 -1.566  0.01
C -2.301 2.553 -2.805  0.00
C 1.431 -4.481 3.968  0.00
C -4.864 2.425 -0.124  0.00
C 1.923 0.475 -2.399  0.00
C -3.632 2.327 -0.817  0.00
C 1.496 -1.950 3.478  0.00
H 5.438 1.375 4.606  0.00
H 2.780 0.630 -5.591  0.00
H -3.881 1.529 2.985  0.00
H -1.674 2.174 4.737  0.00
H -0.293 6.224 4.660  0.00
H -0.336 -2.927 5.754  0.00
H 6.277 0.908 1.961  0.00
H 1.892 1.523 -2.121  0.00
H -5.738 2.759 -0.672  0.00
H 1.464 -2.434 -1.010  0.00
H 1.899 2.699 0.133  0.00
H -5.915 2.197 1.713  0.00
H -2.619 -1.232 2.495  0.00
H 1.295 -1.070 5.514  0.00
H 5.925 2.489 2.644  0.00
H 0.190 3.747 1.205  0.00
H 0.740 -5.308 4.154  0.00
H 2.169 -3.146 -3.316  0.00
H -1.393 4.356 5.846  0.00
H -0.834 -4.328 2.387  0.00
H 2.607 -5.023 5.448  0.00
H -0.287 1.829 -2.699  0.00
H -2.198 2.831 -3.847  0.00
H -2.347 -2.971 4.235  0.00
H 2.539 -2.103 3.751  0.00
H 0.501 0.941 4.329  0.00
H 2.050 -4.744 3.101  0.00
H 0.487 5.927 2.334  0.00
H -4.369 3.058 -2.713  0.00
H 4.137 3.181 1.135  0.00
H 2.525 1.959 -4.510  0.00
H 3.892 -0.602 3.109  0.00
H -1.335 -2.458 0.914  0.00

Its spin multiplicity is 2. Its LUMO energy (alpha / beta) is -3.578 / -4.094 eV. The gap between HOMO and LUMO (alpha / beta) comes out at 6.50 / 5.89 eV. For the HOMO energy (alpha / beta), the calculation gives -10.08 / -9.99 eV. Its net charge is +1. The calculation puts the energy above the lowest of the compared OMol25 structures with the same formula, charge and spin at 47.1 kcal per mole.

ORCA calculation (ωB97M-V/def2-TZVPD) on a structure of composition C42H34Br2F7N12OSbSr in a non-equilibrium geometry.

Last column: Mulliken charge in e.
Cartesian coordinates (Å):
Sb -0.116 1.200 0.756  1.39
Sr 0.348 -0.676 -1.246  4.01
Br 2.530 1.472 -4.465  -0.22
Br 0.268 6.523 -5.153  -0.32
F 1.574 -2.574 2.887  -0.46
F 2.908 1.021 6.364  -0.39
F -1.970 6.018 4.520  -0.37
F 4.032 -0.040 -0.273  -0.35
F 6.289 -0.655 0.999  -0.36
F -4.903 -2.959 0.858  -0.44
F 3.810 -3.119 4.160  -0.37
O 0.330 1.127 -2.400  -0.12
N 3.603 -2.989 -3.694  -0.86
N -2.211 0.030 -4.860  -0.77
N 2.818 -2.825 -4.786  -0.63
N -2.054 -0.392 -3.636  -0.18
N -1.163 -0.367 -5.626  -0.70
N 1.906 -1.825 -3.051  0.65
N 0.759 -1.707 -5.179  -0.08
N 3.059 -2.408 -2.659  -0.29
N -0.891 -1.077 -3.565  0.41
N 0.342 -3.478 -0.774  1.62
N 1.647 -0.968 0.395  -0.19
N -1.781 2.913 -1.781  0.25
C 5.127 -1.922 2.617  -0.81
C -2.560 4.073 3.326  -0.74
C -0.332 -2.840 0.357  -0.09
C 5.126 -1.151 1.463  0.34
C -2.094 0.102 1.121  1.24
C -0.771 3.258 -2.644  -0.05
C -2.349 -0.767 2.191  -0.44
C 0.301 -1.419 0.772  -2.28
C 0.859 0.902 5.204  -1.03
C -3.703 -1.226 -0.190  -1.03
C 0.227 4.822 -4.253  -0.25
C -0.028 4.006 2.229  -0.43
C 1.407 -5.456 0.442  -1.58
C 2.723 -2.074 2.366  0.57
C 0.248 2.251 -2.969  -2.00
C -3.995 3.334 -0.824  -1.25
C -2.771 3.756 -1.588  1.00
C 1.795 -2.107 -4.322  -0.05
C 2.236 1.021 5.185  0.32
C -1.630 5.028 3.651  0.36
C -2.760 -0.203 -0.087  -0.39
C 0.847 1.002 2.757  0.80
C 3.898 -2.366 3.042  0.34
C -0.760 4.529 -3.293  1.20
C -2.776 5.060 -2.127  -1.12
C 1.577 -4.147 -0.336  0.45
C 2.940 1.172 4.014  -0.54
C -1.776 5.446 -2.951  -1.03
C 1.163 2.646 -3.968  0.64
C -0.393 -1.039 -4.769  0.44
C -2.203 3.069 2.423  -0.20
C 2.234 1.158 2.814  -0.40
C 3.969 -0.859 0.783  0.04
C 0.175 0.914 3.995  -0.66
C 1.158 3.889 -4.588  -0.36
C 2.698 -1.308 1.198  -1.29
C -0.351 5.006 3.135  -0.77
C -0.946 3.018 1.812  0.30
C -3.974 -1.976 0.927  0.22
C -1.586 -5.170 -0.900  -1.16
C -0.533 -4.317 -1.609  -0.46
C -3.295 -1.781 2.115  -0.81
H -0.389 -3.463 1.256  0.25
H -2.281 -4.559 -0.316  0.08
H 1.079 -1.425 -6.089  0.31
H 2.121 -3.445 0.296  -0.64
H -4.214 4.033 -0.017  0.37
H 0.160 -1.327 1.842  0.43
H 0.738 -5.345 1.299  0.30
H -2.522 0.369 -0.985  0.58
H -3.544 4.109 3.777  0.44
H 0.342 0.817 6.150  0.46
H -2.179 -5.702 -1.648  0.49
H -0.519 -0.866 0.259  -0.95
H -4.174 -1.443 -1.142  0.56
H 2.204 -4.289 -1.215  0.56
H 1.900 4.103 -5.346  0.41
H -0.913 0.907 4.029  0.39
H 4.018 1.272 4.036  0.43
H -2.921 2.285 2.227  0.45
H -3.874 2.341 -0.413  -0.11
H -1.781 -0.700 3.112  0.09
H 0.373 5.744 3.455  0.45
H -3.470 -2.447 2.950  0.45
H 1.031 -6.268 -0.185  0.35
H -1.381 -2.626 0.127  -0.12
H 0.136 -4.953 -2.192  0.51
H -1.147 -5.905 -0.224  0.26
H 0.990 3.986 1.852  0.37
H 6.036 -2.147 3.154  0.48
H -1.039 -3.656 -2.317  0.03
H 2.382 -5.759 0.831  0.48
H 2.796 1.296 1.896  0.42
H -3.591 5.733 -1.885  0.43
H -4.856 3.322 -1.499  0.46
H -1.766 6.436 -3.388  0.30

Its LUMO energy is 3.735 eV. The gap between HOMO and LUMO comes out at 5.99 eV. For the HOMO energy, the calculation gives -2.26 eV. Its net charge is -2. The calculation puts the energy above the lowest of the compared OMol25 structures with the same formula, charge and spin at 173.1 kcal per mole.

ORCA calculation (ωB97M-V/def2-TZVPD) on a structure of composition C42H34BrN5O6P2S2Zr in a non-equilibrium geometry.

Last column: natural (NBO) charge in e.
Cartesian coordinates (Å):
Zr -0.786 1.270 0.137  1.95
Br -2.606 2.707 1.489  -0.49
S -3.103 -1.067 1.938  0.29
S -3.037 0.479 -1.038  -0.28
P 2.441 0.238 -0.063  2.05
P 0.250 -1.869 -0.593  2.06
O -1.806 0.548 6.546  -0.64
O 0.256 0.789 -3.852  -0.61
O 0.589 4.661 -1.871  -0.66
O 0.163 0.613 -1.613  -0.91
O 1.386 1.077 0.654  -1.14
O -0.641 -0.942 0.208  -1.12
N -0.800 2.931 -1.199  -0.82
N -8.741 2.590 -0.452  -0.29
N -8.656 1.153 3.365  -0.30
N -0.893 0.434 2.521  -0.53
N 0.310 3.390 1.313  -0.83
C 0.075 -2.077 -2.357  -0.45
C -2.029 -0.109 3.010  0.14
C 6.210 0.370 2.549  -0.19
C -6.647 1.358 0.464  -0.12
C -0.277 -2.565 -5.061  -0.17
C -7.813 2.048 -0.044  0.28
C -1.709 -5.157 0.679  -0.19
C 6.019 -0.704 1.690  -0.22
C -4.406 0.002 1.378  -0.20
C 2.723 2.137 -2.019  -0.11
C -1.458 0.521 5.243  0.37
C -5.542 1.200 -0.353  -0.18
C 3.915 1.801 -4.074  -0.18
C 4.113 1.311 1.844  -0.17
C -1.366 -2.222 -4.270  -0.19
C -2.336 -0.086 4.354  -0.29
C -0.017 4.523 0.422  -0.31
C -1.197 -1.981 -2.916  -0.18
C 3.916 0.237 0.977  -0.44
C -0.098 1.208 -2.781  0.82
C -7.763 1.014 2.653  0.28
C -0.035 4.048 -1.012  0.66
C 4.877 -0.771 0.905  -0.13
C 0.986 -2.669 -4.498  -0.22
C 1.166 -2.426 -3.146  -0.12
C 1.971 -1.512 -0.135  -1.19
C -0.039 0.965 3.398  0.09
C 3.782 0.013 -2.471  -0.19
C -0.060 -3.542 -0.009  -0.45
C -5.515 0.159 2.198  -0.15
C -6.635 0.850 1.769  -0.11
C -0.719 -6.128 0.764  -0.19
C 5.258 1.378 2.626  -0.20
C -4.382 0.547 0.080  -0.08
C 4.230 0.503 -3.689  -0.19
C 3.168 2.619 -3.238  -0.19
C -0.885 2.485 -2.595  -0.36
C 0.599 -5.809 0.466  -0.23
C -0.268 1.035 4.756  -0.33
C 0.930 -4.517 0.079  -0.13
C 3.018 0.832 -1.641  -0.46
C -1.384 -3.864 0.295  -0.17
H 1.371 -6.565 0.536  0.22
H 4.746 -1.615 0.235  0.20
H 2.161 -2.495 -2.725  0.19
H 3.368 2.094 1.906  0.22
H 2.114 2.775 -1.390  0.23
H 0.467 1.481 5.416  0.22
H -1.921 2.283 -2.855  0.25
H -0.411 -2.738 -6.122  0.22
H 4.816 -0.133 -4.341  0.22
H -5.553 1.623 -1.348  0.24
H 2.902 3.627 -3.534  0.24
H -2.149 -3.096 0.245  0.25
H 0.680 5.351 0.502  0.20
H 0.875 1.364 2.979  0.21
H -1.142 1.020 7.060  0.49
H 7.103 0.420 3.161  0.22
H -1.017 4.869 0.670  0.25
H -3.248 -0.541 4.716  0.25
H 1.317 3.300 1.362  0.37
H -0.489 3.228 -3.277  0.25
H 1.839 -2.926 -5.116  0.21
H 1.963 -4.284 -0.159  0.20
H 4.040 -0.999 -2.179  0.20
H -2.738 -5.403 0.916  0.22
H -0.041 3.581 2.242  0.40
H -2.042 -1.681 -2.306  0.25
H 2.024 -1.840 0.906  0.30
H 2.690 -2.094 -0.715  0.28
H 5.407 2.218 3.294  0.22
H -2.353 -2.127 -4.707  0.22
H -0.973 -7.136 1.067  0.22
H -5.510 -0.266 3.193  0.23
H 4.243 2.169 -5.039  0.22
H 6.761 -1.492 1.629  0.22

Its LUMO energy is -0.222 eV. The gap between HOMO and LUMO comes out at 7.54 eV. For the HOMO energy, the calculation gives -7.76 eV.

In the order shown, the computed DFT total energy values come out to -2644.74750, -8471.17723, -6446.62685 Eh.